{
  "formula": "C14H18Cl2N2O4S",
  "method": "ωB97M-V/def2-TZVPD",
  "relative_energy_kj_mol": 15.3,
  "gap_ev": 8.5,
  "total_charge": 0,
  "symbols": ["C", "N", "C", "O", "C", "H", "H", "S", "O", "C", "C", "O", "N", "C", "C", "C", "C", "C", "C", "Cl", "H", "Cl", "O", "C", "C", "H", "H", "H", "C", "H", "H", "H", "H", "H", "H", "H", "H", "H", "H", "H", "H"],
  "xyz": [[-2.02960, -2.43613, -0.60318], [-2.71264, -1.20432, -0.91789], [-2.04030, -0.09919, -1.25833], [-0.84700, -0.04585, -1.48541], [-2.92518, 1.13398, -1.44314], [-3.50175, 1.01357, -2.36282], [-2.30780, 2.02572, -1.53065], [-4.22056, 1.43864, -0.15467], [-4.91432, 0.15716, 0.00243], [-3.15844, 1.63181, 1.38595], [-1.74750, 1.10244, 1.28753], [-1.45645, -0.02589, 1.61799], [-0.88131, 2.03398, 0.80742], [0.46583, 1.89986, 0.48215], [1.15442, 0.70068, 0.60231], [2.49343, 0.59918, 0.23996], [3.14592, 1.75370, -0.22178], [2.47570, 2.95465, -0.34629], [1.13865, 3.02164, -0.00426], [0.29085, 4.52636, -0.19593], [2.99378, 3.82455, -0.71664], [4.81054, 1.65733, -0.64656], [3.24005, -0.51457, 0.31489], [2.62364, -1.78162, 0.54485], [3.76376, -2.74247, 0.86400], [4.31255, -2.39582, 1.73554], [3.36949, -3.73462, 1.06290], [4.44893, -2.79161, 0.02204], [1.84010, -2.22704, -0.68730], [1.36169, -3.18288, -0.49126], [1.08136, -1.49314, -0.95015], [2.51826, -2.33722, -1.53042], [1.95596, -1.71288, 1.41452], [0.60925, -0.15159, 0.96637], [-1.23412, 2.96529, 0.61309], [-3.18005, 2.69693, 1.60767], [-3.70636, 1.07680, 2.14641], [-3.66855, -1.10405, -0.58557], [-1.72619, -2.44994, 0.44668], [-1.14197, -2.50945, -1.22873], [-2.69406, -3.27396, -0.80371]],
  "nbo_charge": [-0.4215, -0.6146, 0.6649, -0.6386, -0.7078, 0.2594, 0.2509, 1.2799, -0.9846, -0.6967, 0.6694, -0.5944, -0.6290, 0.2283, -0.3419, 0.3872, -0.1172, -0.2198, -0.0993, -0.0126, 0.2426, 0.0255, -0.5040, 0.1013, -0.6129, 0.2180, 0.2115, 0.2140, -0.6508, 0.2105, 0.2452, 0.2127, 0.1734, 0.2673, 0.4118, 0.2318, 0.2741, 0.4334, 0.2081, 0.2213, 0.2034]
}

---

{
  "formula": "C14H18Cl3OS4V",
  "method": "ωB97M-V/def2-TZVPD",
  "gap_ev": [3.2, 3.1],
  "total_charge": 3,
  "multiplicity": 2,
  "symbols": ["V", "C", "C", "S", "C", "C", "S", "C", "C", "S", "C", "C", "S", "H", "H", "H", "H", "H", "H", "H", "H", "H", "H", "H", "H", "H", "H", "H", "H", "Cl", "C", "C", "C", "Cl", "C", "O", "C", "Cl", "C", "H", "H"],
  "xyz": [[0.04130, 1.64062, 0.08449], [2.76793, 2.01948, -1.39615], [1.83832, 1.90156, -2.61220], [-0.00350, 1.76696, -2.35220], [-0.89566, 3.46415, -2.38882], [-2.09156, 3.58160, -1.44503], [-3.32792, 0.58418, -0.08839], [-1.19213, 2.94423, 1.10721], [-0.64358, 3.16138, 2.46662], [0.21093, 1.52424, 2.59460], [2.02819, 1.77997, 2.76504], [2.88687, 1.93864, 1.50509], [2.27166, 0.97896, 0.06009], [2.82057, 3.04638, -1.04148], [3.76248, 1.68080, -1.68821], [2.03430, 0.98045, -3.16396], [2.00182, 2.74454, -3.28547], [-1.26815, 3.58239, -3.40606], [-0.14101, 4.21289, -2.13523], [-2.85051, 4.33763, -1.62007], [-3.34167, 3.25256, 0.31410], [0.76640, 3.05858, 0.05146], [-1.12827, 1.96896, -0.90773], [-1.38390, 3.27738, 3.25881], [0.08102, 3.97400, 2.50152], [2.32593, 0.88717, 3.31805], [2.17237, 2.63483, 3.42630], [3.88939, 1.56445, 1.71238], [2.94818, 2.97907, 1.19045], [-8.63275, -1.43682, 0.01935], [-6.92275, -1.38227, 0.04594], [-6.29429, -0.14619, -0.14522], [-4.92650, -0.22998, -0.12008], [-2.16682, 2.55399, -0.11989], [-4.20569, -1.38790, 0.11228], [-2.83998, -1.00460, 0.11072], [-4.81806, -2.60442, 0.30928], [-3.93058, -4.02806, 0.59286], [-6.21088, -2.56436, 0.26340], [-6.86114, 0.75857, -0.30512], [-6.75855, -3.48621, 0.41107]],
  "nbo_charge": [0.2702, -0.5005, -0.4899, 0.4307, -0.5343, -0.3980, 0.4905, -0.2833, -0.5452, 0.4514, -0.5346, -0.5020, 0.4283, 0.2497, 0.2936, 0.2890, 0.2947, 0.3050, 0.2851, 0.3080, 0.1791, -0.0573, 0.0685, 0.2962, 0.3120, 0.2880, 0.2883, 0.2910, 0.2491, 0.1266, -0.0170, -0.2558, -0.0880, 0.9433, 0.1737, -0.5520, -0.0498, 0.1352, -0.1927, 0.2732, 0.2800]
}

---

{
  "formula": "C14H18Cl6O12",
  "method": "ωB97M-V/def2-TZVPD",
  "relative_energy_kj_mol": 0.0,
  "gap_ev": 10.6,
  "smiles": "ClC(Cl)Cl.ClC(Cl)Cl.O=C1OCCO1.O=C1OCCO1.O=C1OCCO1.O=C1OCCO1",
  "total_charge": 0,
  "symbols": ["Cl", "C", "Cl", "Cl", "H", "Cl", "C", "Cl", "Cl", "H", "O", "C", "O", "C", "C", "O", "H", "H", "H", "H", "O", "C", "O", "C", "C", "O", "H", "H", "H", "H", "O", "C", "O", "C", "C", "O", "H", "H", "H", "H", "O", "C", "O", "C", "C", "O", "H", "H", "H", "H"],
  "xyz": [[-0.44803, 0.48380, -0.21512], [0.19135, -1.24634, -0.09330], [1.93236, -1.26185, -0.55659], [-0.86722, -2.34028, -1.00963], [0.22992, -1.48023, 0.97061], [0.97746, 2.39850, 2.70510], [0.52457, 1.03244, 3.82626], [1.41405, -0.37291, 3.30210], [-1.16858, 0.68797, 3.83592], [0.68485, 1.30694, 4.86888], [-5.76861, -1.48604, -5.40825], [-5.20310, -1.77416, -4.38212], [-4.46419, -2.83952, -4.30298], [-3.94866, -2.98472, -2.95026], [-4.26705, -1.68992, -2.30887], [-5.16819, -1.05326, -3.19789], [-4.55754, -3.81138, -2.58422], [-2.88215, -3.20313, -2.89576], [-3.31084, -1.16779, -2.27493], [-4.79761, -1.84652, -1.36968], [2.06671, -5.43557, 0.20444], [1.87698, -5.09946, 1.35185], [1.36829, -5.87766, 2.36767], [1.30489, -5.11432, 3.58462], [1.44821, -3.65574, 3.07531], [2.01235, -3.84035, 1.74993], [0.30948, -5.18345, 4.02335], [2.15308, -5.31071, 4.24044], [2.13928, -3.13232, 3.73603], [0.51791, -3.08793, 3.05987], [-0.53351, 6.33686, -3.50969], [-1.03763, 5.70080, -2.59141], [-1.21144, 4.39837, -2.65157], [-1.83370, 3.87694, -1.53495], [-2.05459, 5.09132, -0.67810], [-1.53450, 6.23062, -1.42141], [-2.74792, 3.29702, -1.66148], [-1.10699, 3.23894, -1.03200], [-1.74639, 5.03606, 0.36596], [-3.14021, 5.18774, -0.66262], [5.27257, 4.46468, 0.84782], [4.84914, 3.33522, 0.54420], [5.33844, 2.52078, -0.41294], [4.59205, 1.29043, -0.38316], [3.38223, 1.58211, 0.54182], [3.71220, 2.80115, 1.12514], [4.38778, 1.05774, -1.42825], [5.23032, 0.55149, 0.10128], [3.27811, 0.81587, 1.31002], [2.60406, 1.57183, -0.22137]],
  "nbo_charge": [-0.0368, -0.2379, 0.0137, 0.0300, 0.2271, 0.0086, -0.2879, 0.0093, 0.0369, 0.2424, -0.5767, 0.9624, -0.4694, -0.0984, -0.1103, -0.4926, 0.1911, 0.1999, 0.1899, 0.2038, -0.5683, 0.9689, -0.4911, -0.0982, -0.0998, -0.4954, 0.2055, 0.1945, 0.1975, 0.1867, -0.5779, 0.9632, -0.4681, -0.0896, -0.1093, -0.4749, 0.1976, 0.1754, 0.2030, 0.1825, -0.5787, 0.9657, -0.4747, -0.0970, -0.1075, -0.4960, 0.2042, 0.1833, 0.1998, 0.1939]
}

---

no.,calculated total energy (eV)
1,-61860.900
2,-123405.226
3,-114512.501